Below is C24H21BrIrN6OS as an isolated structure at a distorted geometry, with properties calculated with ωB97M-V/def2-TZVPD.

XYZ file:
```
55
Properties=species:S:1:pos:R:3:forces:R:3:mulliken_spin:R:1
Ir 10.343653 12.515146 5.222499 -1.9 -1.4 1.6 1.188
C 7.884195 9.185748 6.460830 -0.3 0.3 -0.4 -0.018
C 8.971054 10.101360 5.897952 0.1 -5.3 -0.6 0.261
N 8.829541 11.407035 5.804058 -1.8 3.7 0.3 0.300
N 7.674785 11.966481 6.288475 1.3 -0.7 0.3 0.271
C 7.890252 13.169612 6.788916 0.7 0.9 -0.6 0.026
N 6.902274 13.795262 7.411088 -1.5 -1.9 -0.5 0.069
S 9.406503 14.046506 6.616867 -0.8 -0.6 0.0 0.101
C 10.122527 9.569594 5.261468 -2.3 1.7 -0.1 0.197
C 10.537127 8.216523 5.339298 -0.4 0.2 1.1 0.110
C 11.778201 7.884151 4.957644 0.3 -2.6 0.7 0.035
C 12.506575 8.791459 4.233600 0.8 2.2 -1.2 0.167
C 12.004489 10.065192 4.029137 -0.8 0.2 -0.3 -0.053
N 10.781271 10.546400 4.482082 2.9 -1.3 0.5 0.235
H 7.902337 8.225192 5.912628 0.1 0.5 0.3 0.007
H 6.870780 9.640835 6.283281 1.1 -0.4 0.4 0.015
H 8.035761 8.948104 7.534741 -0.2 0.4 -0.5 0.024
H 5.984641 13.360586 7.266456 0.4 0.5 0.5 -0.002
H 6.965066 14.741309 7.652347 0.0 1.3 0.3 0.001
H 9.977409 7.469783 5.886618 -0.3 0.4 0.0 0.016
H 12.159519 6.882929 5.262151 -0.2 0.9 -0.7 0.005
H 13.451688 8.609819 3.732925 0.0 -0.3 0.4 0.004
H 12.618550 10.695517 3.404382 -0.2 0.5 0.0 0.007
Br 11.647609 16.383953 9.662145 0.8 -2.1 -1.1 0.001
C 12.552857 14.764432 8.863920 1.2 -0.9 -0.1 0.023
C 13.070272 13.777263 9.695425 -1.5 2.2 1.0 -0.008
C 14.028400 12.813559 9.373422 0.2 0.4 -1.2 0.019
C 14.147480 12.564240 8.044492 2.0 -3.4 0.5 -0.005
C 13.308419 13.153549 7.106387 -0.9 1.9 -1.5 0.066
C 13.088686 12.596967 5.833400 0.6 -2.0 1.4 -0.048
C 12.254540 13.138503 4.842928 2.2 1.7 -0.5 0.041
C 11.748917 14.421283 5.205910 0.5 1.7 -0.5 -0.095
C 12.111232 15.134278 6.384250 -0.6 -1.2 -1.1 0.043
C 12.754887 14.453148 7.442797 -1.9 0.9 0.4 -0.007
H 12.702128 13.734232 10.696111 0.1 0.5 0.8 0.000
H 14.640959 12.407853 10.174484 -0.3 -0.3 -0.4 0.000
H 14.823480 11.719606 7.684357 -0.9 1.2 0.5 0.000
H 13.471965 11.553572 5.788266 0.0 0.9 -0.6 -0.010
H 12.327213 12.923516 3.775057 0.3 -0.2 0.3 0.014
H 11.285702 15.058314 4.458573 0.1 -0.3 -0.2 0.006
N 12.596311 21.482538 6.790650 -0.2 1.8 1.2 0.189
C 11.432519 20.753988 6.806784 2.8 -3.3 -0.2 0.211
O 10.338063 21.365006 6.704736 -1.0 0.4 0.0 0.934
C 11.579066 19.262904 6.755386 -0.1 2.6 0.7 0.179
C 10.486665 18.451497 6.415980 0.0 -0.9 -0.8 0.050
C 10.671224 17.117331 6.092028 -2.7 2.6 0.7 0.098
N 11.830611 16.556110 6.386905 2.4 -2.5 0.3 0.151
C 12.921773 17.285944 6.758850 -0.5 2.7 0.8 0.071
C 12.843596 18.643299 7.003277 0.2 -1.2 -0.4 0.056
H 12.474200 22.476331 7.062538 0.0 -0.7 -0.6 -0.006
H 13.420609 21.149563 7.300800 -0.7 -0.4 -0.4 -0.005
H 9.513903 18.905712 6.352901 -0.2 -0.1 -0.4 0.000
H 9.794341 16.575249 5.731802 0.7 -0.3 0.2 0.027
H 13.814881 16.748135 6.929909 0.7 -0.5 0.1 0.024
H 13.724964 19.150967 7.424557 -0.5 -0.3 -0.5 0.014
```
Forces are in eV/Å.

Properties
Strongest force on any atom ... 5.32 eV Å⁻¹
Spin multiplicity ... 6
Charge ... +2
Calculated total energy ... -4406.66701 a.u.

***

Below is C24H21Cl2N5O5PdS as an isolated structure at a distorted geometry, with properties calculated with ωB97M-V/def2-TZVPD.

XYZ file:
```
59
Properties=species:S:1:pos:R:3:forces:R:3:mulliken_spin:R:1
Pd 10.218701 11.710192 9.116802 2.8 0.6 0.5 1.243
S 10.741160 9.565754 8.958657 -0.3 -0.7 -0.8 0.673
C 12.184035 9.231407 9.645144 2.4 -1.7 2.5 -0.123
N 13.045169 8.815930 10.356079 -1.7 1.3 -1.9 0.334
C 7.294699 6.935044 14.230564 0.0 1.6 0.3 0.000
C 6.831437 8.397912 14.288043 -1.2 -0.3 1.8 0.001
N 7.510919 9.377698 13.487291 1.5 0.5 1.3 0.001
C 6.912309 9.673006 12.197861 0.1 -0.8 -1.2 -0.007
C 7.505580 8.741422 11.102274 0.0 1.1 -0.4 0.007
C 8.651300 9.914114 14.090041 -0.7 1.1 0.6 0.003
O 8.971125 9.705427 15.279618 -1.0 -0.3 -2.3 0.001
C 9.605315 10.830965 13.292077 1.6 -0.3 1.8 0.005
C 10.895452 10.860848 13.946507 -1.8 -0.6 -1.0 0.001
C 11.989716 11.239819 13.240727 0.8 0.4 -1.5 0.019
C 11.809565 11.606493 11.907330 -0.4 0.5 -1.6 -0.024
N 10.586458 11.763252 11.328486 1.4 0.1 1.6 0.106
C 9.520229 11.499844 12.083105 -0.5 -0.8 0.3 -0.013
H 6.850996 6.391571 15.042030 -0.4 -0.3 0.4 0.000
H 8.354125 6.922988 14.377891 0.8 -0.2 0.0 0.000
H 7.031101 6.501878 13.313788 -0.2 -0.9 -1.3 0.000
H 6.951667 8.680597 15.343059 0.0 0.2 -0.3 0.000
H 5.746903 8.502996 14.110304 0.4 -0.2 -0.2 0.000
H 7.033330 10.731448 11.877942 -0.4 -0.8 0.5 0.005
H 5.838895 9.366540 12.284048 0.8 0.9 0.0 0.000
H 7.055770 7.760838 11.075817 0.0 -0.4 0.4 0.001
H 8.582629 8.685648 11.248836 0.1 -0.2 -0.1 -0.007
H 7.337351 9.159650 10.101551 0.0 0.1 0.2 -0.005
H 10.936137 10.467579 14.939759 0.1 -0.2 0.3 0.000
H 13.023650 11.149248 13.551873 -0.2 0.2 0.5 0.001
H 12.657854 11.827680 11.222624 -0.7 -0.3 0.7 0.017
H 8.583436 11.839165 11.699583 -0.5 -0.2 -0.6 -0.007
O 11.761345 13.969193 9.618956 -0.6 0.3 -0.4 0.007
C 10.622739 14.419282 9.442990 -0.6 -1.2 0.6 0.009
O 9.535871 13.650935 9.343869 1.9 2.4 0.0 0.163
C 10.386050 15.896006 9.379221 -0.2 0.6 -0.2 0.011
C 11.430907 16.820259 9.660737 -0.6 -1.2 0.5 0.000
C 11.138840 18.171697 9.555569 1.6 1.1 0.3 0.000
C 9.895227 18.635017 9.187135 -0.9 -0.5 -0.1 0.000
C 8.886827 17.705812 8.913533 0.7 0.2 0.3 0.002
C 9.095464 16.326940 9.001107 1.2 0.8 0.2 0.006
N 7.551209 18.214841 8.565624 0.3 0.8 0.1 0.000
O 6.743700 17.338986 8.325121 -0.6 1.0 -0.2 0.000
O 7.369995 19.448174 8.558479 -0.1 -2.2 -0.1 0.000
H 12.395399 16.429005 10.088013 -1.1 0.5 -0.9 0.000
H 11.928066 18.944278 9.765631 -0.8 -1.0 -0.1 0.000
H 9.655560 19.691650 9.166623 0.1 -0.1 -0.1 0.000
H 8.322742 15.603348 8.800015 0.0 0.0 0.0 -0.005
Cl 5.571945 12.365744 9.261706 -0.9 -0.3 1.7 0.036
C 6.422283 12.698202 7.887137 1.0 0.7 -3.0 0.215
C 5.772420 13.231900 6.748902 1.8 -0.8 1.1 -0.108
C 6.516255 13.392169 5.591621 0.4 1.2 -1.3 0.202
C 7.915287 13.212977 5.511537 -0.3 -1.1 0.7 -0.118
C 8.545797 12.605976 6.606385 -1.9 1.7 -0.6 0.240
Cl 10.211053 12.261728 6.562035 0.8 -0.2 -0.2 0.095
C 7.820381 12.341244 7.816569 -0.5 -1.1 -0.6 -0.182
N 8.331133 11.519674 8.729492 -3.0 -0.3 0.0 1.184
H 4.744912 13.483132 6.812593 -0.8 0.1 -0.1 -0.004
H 6.067793 13.810830 4.665660 0.0 -0.4 0.9 0.013
H 8.425406 13.428024 4.563553 -0.1 -0.2 0.6 0.000
```
Forces are in eV/Å.

Properties
Strongest force on any atom ... 3.88 eV Å⁻¹
Spin multiplicity ... 5
Calculated total energy ... -3023.32298 a.u.

***

Below is C24H21F4N6SW as an isolated structure at a distorted geometry, with properties calculated with ωB97M-V/def2-TZVPD.

XYZ file:
```
57
Properties=species:S:1:pos:R:3:forces:R:3:mulliken_spin:R:1
W 9.472845 6.512495 11.707111 -0.4 -1.7 -0.1 2.071
C 11.500252 8.657407 9.759771 -0.3 -0.2 -0.9 0.024
C 11.364612 8.838120 11.217701 -1.2 1.5 0.2 0.047
N 11.171919 7.619856 11.986478 0.4 -1.0 2.0 0.035
C 12.145543 6.487884 11.745567 1.0 0.7 1.1 -0.007
C 11.670151 5.158195 12.356030 0.1 0.2 0.2 0.025
C 11.190890 7.939685 13.487381 0.3 -0.3 1.5 -0.010
C 9.785498 8.053205 14.140813 0.7 0.0 -1.7 0.053
N 9.025929 6.957072 13.530472 -0.1 -0.5 0.4 -0.325
C 8.022840 6.256174 14.219590 0.4 2.3 0.6 -0.047
C 7.409587 5.272512 13.479931 0.1 0.3 0.6 -0.002
F 7.847637 5.071510 12.199344 0.2 -0.3 -0.6 0.014
C 6.354865 4.586990 13.939951 -1.6 -0.8 -0.2 0.015
F 5.818145 3.702528 13.106595 -0.2 0.0 0.4 0.003
C 5.794524 4.901350 15.174067 0.5 0.0 -0.5 -0.084
C 6.423627 5.856595 15.956914 -0.1 0.1 0.7 0.028
F 6.042471 6.021815 17.215700 0.0 0.2 -0.7 0.004
C 7.487224 6.634252 15.478443 0.3 -1.1 0.3 -0.070
F 8.054172 7.528767 16.304021 -0.4 -0.6 -1.0 -0.007
H 11.533224 9.612393 9.284670 -0.4 0.9 -0.2 0.003
H 10.685654 8.092153 9.299128 0.1 0.0 0.0 -0.009
H 12.445736 8.278984 9.446013 0.7 -0.9 0.0 0.003
H 10.483340 9.509888 11.446687 0.8 -0.7 -0.1 -0.005
H 12.211320 9.336049 11.621110 1.0 0.6 0.3 0.005
H 13.143490 6.753426 12.225391 -1.1 -0.3 -0.9 0.009
H 12.221540 6.328024 10.691865 0.4 0.4 -0.7 -0.002
H 11.835455 5.103105 13.439586 -0.3 -0.2 -0.4 0.002
H 12.263865 4.402659 11.841605 0.1 -0.2 0.3 -0.002
H 10.639540 4.763827 12.110392 0.1 0.2 0.2 -0.014
H 11.686839 8.905775 13.639512 0.3 -0.4 0.0 0.005
H 11.712729 7.105088 14.113474 -0.6 1.6 -1.5 -0.007
H 9.267935 8.996035 13.871265 0.3 -0.3 0.6 -0.016
H 9.955378 7.898690 15.183310 -0.3 0.3 0.7 -0.001
H 4.886288 4.403575 15.449591 -0.2 -0.3 0.5 -0.002
S 6.059924 7.588436 5.052614 0.4 0.5 0.9 -0.001
N 7.268315 6.552340 5.395647 -0.3 0.3 1.1 -0.001
C 7.475443 6.646850 6.707805 0.5 -0.9 0.9 0.003
C 8.526807 5.935327 7.546078 -1.0 1.0 -1.5 -0.006
C 9.446760 4.996716 7.020264 -1.0 -0.1 0.8 0.032
C 10.354355 4.409240 7.872270 0.6 0.3 -0.1 -0.007
C 10.418349 4.783330 9.194412 -1.2 0.4 0.2 0.033
N 9.567073 5.696290 9.680272 -0.2 0.8 0.5 -0.009
C 8.627423 6.313643 8.888874 0.9 -1.1 -0.4 0.011
C 7.767507 7.306463 9.515736 -0.1 0.2 -0.7 0.079
N 7.998621 7.627399 10.815637 0.6 -0.6 0.1 0.053
C 7.251124 8.506790 11.473996 -2.2 0.7 -1.1 0.049
C 6.149662 9.072468 10.785814 0.6 0.4 0.6 -0.014
C 5.866680 8.728964 9.459183 -0.5 1.7 1.2 0.039
C 6.746049 7.906526 8.786219 -0.4 -1.1 -0.9 -0.001
C 6.572489 7.552456 7.360939 2.2 0.3 1.1 -0.001
N 5.830528 8.253378 6.564038 -1.0 -0.9 -1.9 -0.002
H 9.328477 4.620950 6.019743 0.1 0.3 -0.4 -0.001
H 11.109004 3.731228 7.549787 0.1 -0.6 -0.5 0.000
H 11.058396 4.288871 9.911595 0.2 0.1 -0.2 0.004
H 7.412291 8.688082 12.538317 0.2 0.0 -0.5 0.006
H 5.587400 9.865006 11.292398 0.0 -0.6 -0.2 0.000
H 4.993854 9.230299 8.996072 0.7 -0.6 0.0 -0.001
```
Forces are in eV/Å.

Properties
Relative energy (zero: lowest compared OMol25 entry of this formula, charge and spin) ... 0.0 kJ/mol
Strongest force on any atom ... 2.52 eV Å⁻¹
Spin multiplicity ... 3
Charge ... +3
Calculated total energy ... -2119.38675 a.u.